(1)
ORCA calculation (the ωB97M-V functional and the def2-TZVPD basis) on a molecular structure, C26H20BrN2O2PPd in a non-equilibrium geometry.

Each line ends with the Mulliken charge.
Atoms and positions in Å:
Pd (-0.573, 0.137, 1.038)  -0.18
Br (0.405, 2.632, 3.006)  -0.14
C (0.033, 1.058, 4.021)  0.13
C (0.334, 0.923, 5.358)  -0.76
C (0.017, -0.295, 5.959)  -0.28
C (-0.580, -1.289, 5.200)  -0.63
C (-0.871, -1.036, 3.867)  0.28
N (-0.566, 0.132, 3.297)  0.30
C (-1.489, -2.098, 2.937)  0.40
O (-1.967, -3.097, 3.449)  -0.72
O (-1.422, -1.835, 1.707)  -0.32
H (0.790, 1.726, 5.911)  0.45
H (0.246, -0.456, 7.001)  0.43
H (-0.840, -2.255, 5.605)  0.51
C (1.881, 0.320, -5.815)  -0.47
C (1.222, -0.685, -5.126)  -0.75
C (0.843, -0.498, -3.811)  0.06
C (1.124, 0.701, -3.165)  0.31
C (1.776, 1.710, -3.867)  -0.38
C (2.152, 1.523, -5.186)  -0.59
P (0.682, 1.008, -1.399)  0.03
C (-0.843, -0.038, -1.317)  -0.61
C (-2.052, 0.601, -1.642)  -0.53
C (-3.219, -0.128, -1.771)  -0.73
C (-3.211, -1.500, -1.567)  -0.56
C (-2.027, -2.148, -1.242)  -0.91
C (-0.846, -1.436, -1.130)  1.08
C (1.849, -0.105, -0.524)  0.30
C (3.048, -0.601, -1.020)  -0.47
C (3.839, -1.395, -0.203)  -0.64
C (3.450, -1.670, 1.097)  -0.69
C (2.257, -1.160, 1.600)  -0.29
C (1.461, -0.361, 0.797)  0.39
H (2.174, 0.160, -6.842)  0.38
H (0.989, -1.616, -5.624)  0.42
H (0.304, -1.279, -3.295)  0.35
H (1.968, 2.653, -3.375)  0.37
H (2.639, 2.318, -5.733)  0.40
H (-2.048, 1.668, -1.837)  0.52
H (-4.134, 0.376, -2.046)  0.42
H (-4.123, -2.069, -1.663)  0.40
H (-2.020, -3.213, -1.068)  0.47
H (0.082, -1.969, -0.938)  0.56
H (3.336, -0.404, -2.044)  0.42
H (4.759, -1.813, -0.589)  0.37
H (4.058, -2.311, 1.719)  0.39
H (1.956, -1.393, 2.618)  0.39
C (-2.885, 3.899, 1.278)  -0.99
C (-2.650, 2.487, 1.283)  0.63
N (-2.488, 1.348, 1.273)  -0.40
H (-3.851, 4.117, 1.733)  0.34
H (-2.876, 4.254, 0.246)  0.30
H (-2.092, 4.401, 1.835)  0.26

Computed properties:
**Kohn-Sham gap (spin up / spin down)**: 7.3 / 7.1 eV
**2S+1**: 3
**DFT total energy**: -4305.96102 Ha
**Total charge**: 0
**Lowest unoccupied orbital energy (spin up / spin down)**: 0.24 / -0.97 eV
**ΔE to the lowest compared entry with this formula, charge and spin**: 0.453 eV

=====

(2)
ORCA calculation (the ωB97M-V functional and the def2-TZVPD basis) on 2 unconnected molecules or ions with the total composition C26H26N2O2S in a non-equilibrium geometry.

Each line ends with the Mulliken charge.
Atoms and positions in Å:
C (2.936, -2.111, 2.858)  -0.49
C (2.825, -0.740, 3.023)  -0.77
C (2.123, 0.056, 2.097)  -0.39
C (1.449, -0.558, 1.035)  0.38
C (0.380, 0.229, 0.170)  1.68
C (0.444, 1.647, 0.458)  -1.07
N (0.479, 2.778, 0.746)  -0.71
S (2.361, 0.477, -1.617)  1.11
C (2.320, 2.234, -2.056)  0.50
C (1.186, 3.034, -2.230)  0.01
C (1.365, 4.351, -2.671)  -0.66
C (2.656, 4.820, -2.931)  -0.44
C (3.772, 4.000, -2.746)  -0.54
C (3.602, 2.693, -2.297)  -0.58
O (3.614, 0.181, -0.954)  -0.72
O (1.870, -0.315, -2.731)  -0.78
C (1.612, -1.933, 0.836)  -0.08
C (2.350, -2.701, 1.738)  -1.01
H (3.410, -2.744, 3.633)  0.36
H (3.263, -0.248, 3.910)  0.39
H (2.090, 1.148, 2.248)  0.41
H (0.188, 2.647, -2.003)  0.24
H (0.495, 5.000, -2.808)  0.37
H (2.802, 5.840, -3.283)  0.35
H (4.788, 4.332, -2.951)  0.37
H (4.444, 2.024, -2.128)  0.42
H (1.111, -2.419, -0.007)  0.57
H (2.422, -3.778, 1.574)  0.41
C (-3.871, -1.657, -2.332)  -0.70
C (-2.407, -1.674, -2.737)  -0.81
C (-1.592, -0.546, -2.093)  -0.34
N (-1.797, -0.538, -0.611)  0.69
C (-0.912, -0.196, 0.349)  0.40
C (-1.240, -0.528, 1.741)  0.38
C (-1.506, -1.891, 1.983)  0.00
C (-1.594, -2.344, 3.295)  -0.83
C (-1.374, -1.419, 4.353)  -0.53
C (-1.035, -0.088, 4.102)  -0.79
C (-1.003, 0.373, 2.806)  -0.20
C (-3.217, -0.462, -0.224)  -0.77
C (-4.029, -1.585, -0.828)  -0.68
H (-4.380, -0.813, -2.808)  0.32
H (-4.358, -2.557, -2.704)  0.38
H (-1.952, -2.642, -2.479)  0.30
H (-2.329, -1.555, -3.819)  0.37
H (-0.534, -0.633, -2.388)  0.22
H (-1.945, 0.428, -2.473)  0.31
H (0.619, 0.054, -0.913)  -0.66
H (-1.455, -2.603, 1.138)  0.45
H (-1.849, -3.387, 3.518)  0.40
H (-1.440, -1.762, 5.397)  0.38
H (-0.800, 0.631, 4.908)  0.41
H (-0.667, 1.373, 2.520)  0.46
H (-3.305, -0.521, 0.866)  0.44
H (-3.581, 0.527, -0.532)  0.46
H (-5.067, -1.384, -0.569)  0.36
H (-3.737, -2.541, -0.374)  0.26

Computed properties:
**Kohn-Sham gap**: 4.3 eV
**DFT total energy**: -1664.34639 Ha
**Total charge**: 0
**Lowest unoccupied orbital energy**: -1.34 eV
**ΔE to the lowest compared entry with this formula, charge and spin**: 7.000 eV

=====

(3)
ORCA calculation (the ωB97M-V functional and the def2-TZVPD basis) on a single C4H4N2 molecule in a non-equilibrium geometry.

Each line ends with the Mulliken charge.
Atoms and positions in Å:
C (-1.114, -0.235, 0.192)  -0.19
C (-0.360, 1.041, 0.053)  -0.13
N (0.920, 1.014, 0.004)  -0.43
C (1.547, -0.183, -0.026)  -0.02
N (0.975, -1.374, -0.307)  -0.40
C (-0.274, -1.456, 0.139)  -0.14
H (-1.948, -0.288, 0.899)  0.36
H (-0.913, 1.918, -0.287)  0.36
H (2.616, -0.163, 0.154)  0.38
H (-1.480, -0.108, -0.846)  0.20

Computed properties:
**Kohn-Sham gap (spin up / spin down)**: 7.0 / 7.4 eV
**DFT total energy**: -264.17258 Ha
**Total charge**: 0
**Lowest unoccupied orbital energy (spin up / spin down)**: -0.65 / -0.57 eV
**ΔE to the lowest compared entry with this formula, charge and spin**: 4.187 eV

=====

(4)
ORCA calculation (the ωB97M-V functional and the def2-TZVPD basis) on a molecular structure, C33H91O16PS in a non-equilibrium geometry.

Each line ends with the Mulliken charge.
Atoms and positions in Å:
O (3.350, 2.636, -1.877)  -0.66
S (2.984, 1.252, -1.835)  0.99
O (3.885, 0.515, -2.974)  -0.41
O (1.543, 1.211, -2.666)  -0.34
P (0.318, 0.682, -1.635)  0.77
O (0.817, -0.827, -1.331)  -0.56
O (-0.885, 0.477, -2.685)  -0.54
H (4.325, -0.223, -2.515)  0.23
H (1.056, -1.319, -2.133)  0.28
H (-1.542, 1.155, -2.474)  0.34
C (-0.022, -0.905, 3.524)  -1.29
C (-1.119, -1.541, 2.687)  0.49
C (-0.636, -2.822, 2.022)  -0.97
O (-1.573, -0.608, 1.705)  -0.26
H (0.834, -0.649, 2.895)  0.19
H (-0.377, 0.016, 3.980)  0.26
H (0.315, -1.580, 4.314)  0.41
H (-1.990, -1.765, 3.307)  0.32
H (0.205, -2.605, 1.357)  0.25
H (-1.427, -3.265, 1.415)  0.27
H (-0.318, -3.559, 2.760)  0.26
H (-0.815, -0.380, 1.156)  0.10
C (3.160, 1.603, -7.459)  -1.28
C (2.766, 0.202, -7.023)  0.32
C (1.648, 0.215, -5.997)  -0.89
O (3.888, -0.474, -6.454)  -0.47
H (3.501, 2.185, -6.598)  0.27
H (3.976, 1.564, -8.181)  0.35
H (2.317, 2.126, -7.912)  0.39
H (2.470, -0.379, -7.898)  0.31
H (1.985, 0.739, -5.101)  0.01
H (1.389, -0.803, -5.700)  0.27
H (0.749, 0.706, -6.372)  0.44
H (4.149, 0.032, -5.674)  0.27
C (1.345, -6.502, 4.491)  -1.26
C (0.266, -7.127, 3.621)  0.37
C (0.737, -8.426, 2.987)  -1.28
O (-0.160, -6.206, 2.617)  -0.49
H (2.225, -6.262, 3.887)  0.32
H (0.987, -5.576, 4.939)  0.30
H (1.653, -7.179, 5.289)  0.41
H (-0.622, -7.319, 4.226)  0.26
H (1.600, -8.241, 2.342)  0.34
H (-0.051, -8.859, 2.372)  0.31
H (1.028, -9.154, 3.746)  0.38
H (0.599, -6.007, 2.057)  0.33
C (0.793, 4.586, 4.291)  -1.46
C (1.139, 3.497, 3.288)  0.59
C (0.906, 3.951, 1.855)  -0.85
O (0.397, 2.309, 3.562)  -0.40
H (-0.266, 4.849, 4.210)  0.31
H (0.973, 4.240, 5.310)  0.37
H (1.383, 5.486, 4.118)  0.40
H (2.187, 3.213, 3.411)  0.01
H (-0.149, 4.196, 1.703)  0.13
H (1.166, 3.159, 1.152)  0.15
H (1.501, 4.835, 1.618)  0.42
H (-0.541, 2.511, 3.468)  0.32
C (6.491, 1.527, 2.387)  -1.52
C (5.624, 1.860, 1.177)  0.93
C (5.525, 3.361, 0.953)  -1.51
O (4.323, 1.289, 1.333)  -0.37
H (6.055, 1.954, 3.294)  0.44
H (6.547, 0.447, 2.526)  0.30
H (7.502, 1.918, 2.276)  0.45
H (6.024, 1.396, 0.298)  0.23
H (5.071, 3.844, 1.824)  0.35
H (4.896, 3.574, 0.088)  0.25
H (6.509, 3.804, 0.790)  0.33
H (3.904, 1.687, 2.104)  0.15
C (-3.500, 3.989, 1.442)  -0.52
C (-3.265, 4.209, -0.041)  0.39
C (-4.550, 4.598, -0.757)  -1.41
O (-2.697, 3.039, -0.639)  -0.41
H (-4.210, 3.172, 1.600)  0.38
H (-2.569, 3.712, 1.939)  -0.04
H (-3.898, 4.887, 1.917)  0.04
H (-2.519, 4.993, -0.183)  0.25
H (-5.292, 3.801, -0.661)  0.36
H (-4.365, 4.756, -1.819)  0.36
H (-4.972, 5.511, -0.335)  0.31
H (-3.331, 2.321, -0.525)  0.30
C (-5.307, -4.478, 0.900)  -1.10
C (-5.487, -3.367, 1.923)  0.29
C (-4.745, -2.107, 1.511)  -0.78
O (-5.051, -3.806, 3.210)  -0.58
H (-4.251, -4.747, 0.808)  0.28
H (-5.848, -5.374, 1.206)  0.34
H (-5.668, -4.171, -0.083)  0.25
H (-6.550, -3.146, 2.036)  0.33
H (-3.673, -2.303, 1.441)  -0.11
H (-4.884, -1.319, 2.252)  0.32
H (-5.091, -1.740, 0.544)  0.39
H (-4.112, -4.012, 3.144)  0.34
C (7.704, 0.304, 0.208)  -1.07
C (6.635, -0.678, -0.243)  0.24
C (7.239, -2.004, -0.678)  -1.55
O (5.862, -0.111, -1.311)  -0.34
H (8.389, 0.520, -0.619)  0.40
H (7.242, 1.267, 0.529)  0.19
H (8.286, -0.096, 1.038)  0.44
H (5.928, -0.849, 0.571)  0.28
H (7.913, -1.847, -1.520)  0.33
H (6.456, -2.691, -0.997)  0.24
H (7.804, -2.471, 0.129)  0.48
H (6.463, 0.054, -2.048)  0.22
C (-7.555, -3.348, -3.429)  -1.29
C (-8.358, -3.019, -2.180)  0.80
C (-9.597, -3.893, -2.062)  -1.29
O (-8.717, -1.638, -2.167)  -0.55
H (-8.157, -3.167, -4.324)  0.39
H (-6.670, -2.715, -3.490)  0.31
H (-7.238, -4.392, -3.434)  0.35
H (-7.731, -3.161, -1.298)  -0.08
H (-10.260, -3.727, -2.916)  0.34
H (-10.153, -3.644, -1.158)  0.33
H (-9.336, -4.951, -2.031)  0.35
H (-9.276, -1.472, -2.934)  0.34
C (-5.434, 8.861, 2.379)  -1.34
C (-5.943, 7.459, 2.670)  0.65
C (-7.121, 7.478, 3.631)  -1.41
O (-4.891, 6.642, 3.186)  -0.51
H (-5.087, 9.337, 3.301)  0.33
H (-4.593, 8.827, 1.686)  0.33
H (-6.217, 9.485, 1.947)  0.39
H (-6.244, 6.979, 1.736)  0.17
H (-6.821, 7.915, 4.588)  0.35
H (-7.474, 6.465, 3.824)  0.35
H (-7.948, 8.065, 3.232)  0.38
H (-4.594, 7.030, 4.017)  0.31
C (4.500, -3.159, -3.356)  -0.42
C (5.636, -3.420, -4.337)  0.10
C (6.779, -2.432, -4.147)  -0.58
O (5.144, -3.351, -5.666)  -0.55
H (4.092, -2.156, -3.517)  -0.31
H (3.692, -3.874, -3.513)  0.36
H (4.833, -3.231, -2.321)  0.30
H (6.004, -4.439, -4.200)  0.36
H (6.426, -1.411, -4.329)  0.08
H (7.580, -2.637, -4.857)  0.35
H (7.185, -2.478, -3.139)  -0.05
H (4.832, -2.441, -5.747)  0.40

Computed properties:
**Kohn-Sham gap**: 10.0 eV
**DFT total energy**: -3255.28977 Ha
**Total charge**: 0
**Lowest unoccupied orbital energy**: 0.48 eV

=====

Calculated M in order - 609.76 430.57 80.09 807.12 g/mol